Entry 1:
Entry from the OMol25 dataset: a cluster of 2 separate species, C6H8BrF in total (ωB97M-V with the def2-TZVPD basis set).

```
16
Properties=species:S:1:pos:R:3:nbo_charge:R:1
C 0.514 -0.236 -0.012 0.318
C -0.317 0.626 0.135 -0.235
C 2.448 -1.376 -1.300 -0.607
C -2.098 1.802 1.484 -0.737
C 1.452 -1.305 -0.162 -0.517
C -1.370 1.485 0.234 0.710
F -1.678 2.182 -0.885 -0.272
Br -3.099 -0.843 -0.472 -0.682
H 3.463 -0.807 -1.356 0.229
H 1.982 -0.992 -2.268 0.225
H 2.658 -2.428 -1.400 0.223
H -2.797 0.889 1.611 0.333
H -2.688 2.613 1.445 0.246
H -1.419 1.840 2.316 0.248
H 0.892 -2.163 -0.206 0.268
H 2.056 -1.286 0.838 0.249
```

Energy relative to the best compared isomer or geometry (same formula, charge and spin) = 1.272 eV
Net charge = 0
DFT total energy = -79107.4782 eV

Entry 2:
Entry from the OMol25 dataset: a structure of composition C6H8BrN2O3P (ωB97M-V with the def2-TZVPD basis set).

```
21
Properties=species:S:1:pos:R:3:nbo_charge:R:1
C -1.149 1.293 -2.676 0.243
C 0.985 1.497 -1.132 0.656
C -1.052 -0.010 -0.762 -0.762
C -0.223 0.720 -1.788 -0.233
C 1.400 -2.581 0.331 -0.267
C -0.913 1.201 2.595 -0.265
N -2.007 1.517 -3.423 -0.250
N 1.397 0.917 0.008 -1.019
O 1.450 2.416 -1.764 -0.557
O 0.748 -1.570 0.987 -0.790
O -0.176 0.139 2.034 -0.804
P 0.348 -0.113 0.592 2.275
Br 0.991 -0.635 -2.753 0.023
H -1.939 0.605 -0.404 0.269
H -1.361 -1.100 -0.970 0.276
H 2.245 -2.240 -0.302 0.208
H 0.733 -3.396 -0.170 0.196
H 1.905 -3.228 1.143 0.197
H -0.208 1.961 3.099 0.207
H -1.600 0.880 3.507 0.209
H -1.575 1.725 1.849 0.188
```

Energy relative to the best compared isomer or geometry (same formula, charge and spin) = 0.278 eV
Net charge = 0
DFT total energy = -94804.6627 eV

Entry 3:
Entry from the OMol25 dataset: an isolated molecule of C6H8BrNS (ωB97M-V with the def2-TZVPD basis set).

```
17
Properties=species:S:1:pos:R:3:nbo_charge:R:1
C 1.261 -1.748 0.532 -0.608
C -0.151 -1.798 -0.040 -0.421
C -0.998 -0.664 0.518 -0.239
Br -2.888 -0.921 -0.066 -0.025
C -0.554 0.667 0.059 0.034
N -0.066 0.916 -1.103 -0.434
C 0.241 2.220 -1.260 -0.049
C -0.017 3.009 -0.183 -0.442
S -0.681 2.078 1.097 0.415
H 1.753 -0.819 0.256 0.213
H 1.242 -1.824 1.618 0.201
H 1.847 -2.576 0.141 0.219
H -0.620 -2.751 0.213 0.217
H -0.114 -1.704 -1.126 0.231
H -1.054 -0.696 1.608 0.230
H 0.659 2.548 -2.194 0.214
H 0.138 4.062 -0.068 0.243
```

Energy relative to the best compared isomer or geometry (same formula, charge and spin) = 0.000 eV
Net charge = 0
DFT total energy = -88719.7587 eV
Structure (SMILES) = CC[C@H](Br)c1nccs1

Entry 4:
Entry from the OMol25 dataset: a cluster of 3 separate species, C6H8BrO6 in total (ωB97M-V with the def2-TZVPD basis set).

```
21
Properties=species:S:1:pos:R:3:nbo_charge:R:1
Br 2.765 0.889 4.522 -0.999
C -3.256 -0.426 2.345 -0.102
C -2.087 0.491 2.061 -0.101
O -2.107 0.399 0.643 -0.492
C -2.656 -0.756 0.240 0.970
O -2.727 -1.157 -0.924 -0.604
O -3.318 -1.246 1.205 -0.467
H -4.116 0.220 2.519 0.180
H -3.085 -1.052 3.221 0.200
H -1.237 0.104 2.623 0.215
H -2.281 1.542 2.272 0.201
C 2.203 1.076 -2.315 -0.090
C 2.801 0.250 -1.197 -0.106
O 2.692 -1.168 -1.609 -0.466
C 2.181 -1.212 -2.798 0.971
O 1.874 -2.223 -3.379 -0.591
O 1.803 0.070 -3.195 -0.511
H 2.989 1.653 -2.801 0.175
H 1.352 1.695 -2.032 0.198
H 2.336 0.408 -0.224 0.228
H 3.874 0.444 -1.176 0.192
```

Energy relative to the best compared isomer or geometry (same formula, charge and spin) = 1.544 eV
Net charge = -1
DFT total energy = -88680.8596 eV

Entry 5:
Entry from the OMol25 dataset: a cluster of 2 separate species, C6H8Cl2O3S in total (ωB97M-V with the def2-TZVPD basis set).

```
20
Properties=species:S:1:pos:R:3:nbo_charge:R:1
C 0.050 1.628 0.404 0.732
C -2.356 0.799 0.304 -0.364
C -2.359 2.019 -0.460 -0.383
C -1.058 1.203 -0.450 -0.400
C 3.235 -1.835 0.045 -0.908
C 1.871 0.778 -0.277 -0.557
O 0.255 2.264 1.378 -0.471
O 1.954 -0.498 1.836 -0.939
O 0.522 -1.541 -0.034 -0.920
S 1.731 -0.911 0.444 2.101
Cl 3.105 1.677 0.436 0.082
Cl 1.866 0.813 -1.991 0.016
H -2.102 0.924 1.367 0.230
H -2.751 -0.197 0.140 0.252
H -2.850 2.189 -1.426 0.238
H -2.118 3.033 -0.033 0.240
H -0.881 0.570 -1.224 0.255
H 3.862 -1.786 1.081 0.279
H 3.138 -2.862 -0.250 0.255
H 3.887 -1.246 -0.744 0.261
```

Energy relative to the best compared isomer or geometry (same formula, charge and spin) = 0.000 eV
Net charge = 0
DFT total energy = -48370.1734 eV

Entry 6:
Entry from the OMol25 dataset: a structure of composition C6H8ClN (ωB97M-V with the def2-TZVPD basis set).

```
16
Properties=species:S:1:pos:R:3:nbo_charge:R:1
C 0.485 1.922 0.038 -0.466
C -0.169 -0.131 -0.951 -0.113
C -1.301 -1.140 -0.684 -0.199
C -1.204 -1.196 0.645 -0.197
C -0.113 -0.290 1.002 -0.146
C 0.851 -0.977 0.001 -0.237
H 1.508 1.658 -0.196 0.198
H 0.408 2.603 0.891 0.205
H 0.158 2.702 -0.738 0.199
H -0.052 0.251 -2.027 0.229
H -1.854 -1.751 -1.504 0.243
H -1.540 -1.862 1.546 0.236
H 0.185 0.045 1.995 0.229
H 0.628 -2.061 -0.079 0.232
N -0.559 0.920 0.091 -0.383
Cl 2.569 -0.692 -0.031 -0.029
```

Energy relative to the best compared isomer or geometry (same formula, charge and spin) = 3.630 eV
Net charge = 0
DFT total energy = -20359.9587 eV

Entry 7:
Entry from the OMol25 dataset: an isolated molecule of C6H8ClN (ωB97M-V with the def2-TZVPD basis set).

```
16
Properties=species:S:1:pos:R:3:nbo_charge:R:1
C 2.719 -1.446 -0.140 -0.215
C 1.537 -1.195 -0.214 -0.039
C 0.115 -0.770 -0.245 -0.118
C -0.837 -1.687 0.059 -0.175
Cl -2.549 -1.456 0.103 0.029
C -0.144 0.708 -0.319 -0.076
C -0.224 1.284 1.105 -0.596
N -1.374 1.072 -0.987 -0.813
H 3.793 -1.695 -0.093 0.251
H -0.533 -2.740 0.186 0.226
H 0.780 1.193 -0.734 0.185
H -0.320 2.395 1.162 0.211
H -1.001 0.827 1.679 0.213
H 0.715 1.041 1.614 0.205
H -1.190 1.996 -1.413 0.359
H -1.487 0.475 -1.765 0.354
```

Energy relative to the best compared isomer or geometry (same formula, charge and spin) = 2.090 eV
Net charge = 0
DFT total energy = -20361.4989 eV
Structure (SMILES) = C#C/C(=C/Cl)[C@H](C)N

Entry 8:
Entry from the OMol25 dataset: a structure of composition C6H8CuO6 (ωB97M-V with the def2-TZVPD basis set).

```
21
Properties=species:S:1:pos:R:3:nbo_charge:R:1
O 2.891 0.903 -0.682 -0.570
C 3.909 1.772 -0.388 0.932
O 4.577 1.597 0.646 -0.802
O 4.036 2.718 -1.190 -0.776
C 2.616 -0.140 0.244 -0.157
H 3.538 -0.727 0.420 0.220
H 2.331 0.287 1.221 0.189
C 1.536 -1.007 -0.293 -0.339
H 1.426 -1.077 -1.377 0.181
H 1.332 -1.924 0.266 0.155
O -2.538 0.694 0.657 -0.506
C -3.599 0.141 0.141 1.008
C -1.257 -0.133 0.180 -0.084
O -4.740 0.423 0.479 -0.767
O -3.335 -0.888 -0.636 -0.461
C -1.963 -1.305 -0.519 -0.115
H -0.843 -0.427 1.151 0.244
H -0.823 0.572 -0.540 0.253
H -1.939 -2.226 0.074 0.205
H -1.586 -1.485 -1.530 0.229
Cu -5.568 2.234 1.677 0.960
```

Energy relative to the best compared isomer or geometry (same formula, charge and spin) = 4.502 eV
Multiplicity = 2
Net charge = 0
DFT total energy = -63269.8540 eV

Entry 9:
Entry from the OMol25 dataset: a cluster of 2 separate species, C6H8F2OS in total (ωB97M-V with the def2-TZVPD basis set).

```
18
Properties=species:S:1:pos:R:3:nbo_charge:R:1
O 0.581 0.259 -1.517 -0.495
C -0.047 0.112 -0.501 0.365
C -0.399 1.203 0.416 -0.142
C -0.754 2.065 1.175 0.096
C -1.176 3.062 2.154 -0.619
S -1.289 2.454 3.850 0.014
H -0.448 -0.902 -0.220 0.154
H -0.501 3.914 2.079 0.249
H -2.211 3.403 1.902 0.265
H -0.032 2.021 3.971 0.125
F -0.508 -2.997 -1.368 -0.398
C 0.520 -2.119 -1.865 0.007
C 1.375 -3.022 -2.717 0.026
F 2.526 -2.249 -3.080 -0.381
H 0.060 -1.288 -2.458 0.216
H 1.126 -1.807 -0.969 0.175
H 1.803 -3.855 -2.115 0.169
H 0.886 -3.410 -3.593 0.174
```

Energy relative to the best compared isomer or geometry (same formula, charge and spin) = 0.000 eV
Net charge = 0
DFT total energy = -24665.6493 eV
Structure (SMILES) = O=CC#CCS.FCCF

Entry 10:
Entry from the OMol25 dataset: a structure of composition C6H8F3N2O3 (ωB97M-V with the def2-TZVPD basis set).

```
22
Properties=species:S:1:pos:R:3:nbo_charge:R:1
C -0.874 0.860 -0.116 -0.335
C -1.042 -0.700 0.060 -0.378
C 0.657 1.083 0.227 -0.703
C 0.325 -1.296 -0.100 -0.645
C 1.172 -0.182 0.060 0.788
C 3.606 -1.557 -0.064 1.051
N 4.603 1.792 -0.044 0.753
N 3.069 -0.262 -0.011 -0.152
O 4.567 1.627 -1.174 -0.200
O 5.012 2.433 0.800 -0.174
O 3.551 0.685 0.765 -0.389
F 3.227 -2.329 0.973 -0.310
F 4.880 -1.573 -0.194 -0.251
F 2.953 -2.083 -1.170 -0.328
H -1.010 1.199 -1.132 0.222
H -1.457 1.357 0.451 0.221
H -1.318 -0.989 1.088 0.220
H -1.811 -1.017 -0.523 0.245
H 0.975 1.941 -0.431 0.349
H 0.898 1.522 1.222 0.367
H 0.359 -2.033 0.624 0.318
H 0.462 -1.584 -1.087 0.328
```

Energy relative to the best compared isomer or geometry (same formula, charge and spin) = 3.330 eV
Net charge = +1
DFT total energy = -23609.7159 eV